No. 1
ORCA calculation (wB97M-V/def2-TZVPD) on a molecular structure, C2H2LaO2 in a non-equilibrium geometry.

Structure (ORCA input):
```
! wB97M-V def2-TZVPD RIJCOSX def2/J DEFGRID3
* xyz 1 1
H 0.96924 -3.05792 -1.02106
O 0.08393 1.48427 0.31392
H 2.70144 -0.50185 -0.19435
C 1.92236 -1.03298 -0.73110
La -0.63965 -0.61909 0.71025
O -1.42662 1.40401 0.39286
C 1.23997 -2.00826 -1.02272
*
```

Properties
- Lowest unoccupied orbital energy: -5.39 eV
- Strongest force on any atom: 4.0 eV/Å
- Orbital gap: 7.28 eV
- ΔE to the lowest compared entry with this formula, charge and spin: 0.357 eV

---

No. 2
ORCA calculation (wB97M-V/def2-TZVPD) on a molecular structure, C43H69N3O4S3SbSeTi in a non-equilibrium geometry.

Structure (ORCA input):
```
! wB97M-V def2-TZVPD RIJCOSX def2/J DEFGRID3
* xyz -2 4
C -3.29903 -0.19052 -0.41028
C -1.57571 -4.15350 0.81371
H -4.31619 2.48422 -3.36226
C 2.99900 -1.74600 2.23781
H 6.61088 1.32966 -3.61308
C 6.18461 1.26956 -2.61823
H -6.67743 -0.48796 -0.58764
C 2.17297 -3.07517 -2.73223
H -8.58262 -1.66672 2.42888
H -2.24903 -8.70469 0.04356
H 7.92468 2.08380 -1.65045
H 0.80755 -0.98607 -5.86825
H -8.07141 -0.54021 1.16366
H -5.62464 -3.89779 2.33160
C 3.36699 -2.50647 0.97936
H 4.33860 0.42599 -3.31959
C 2.51461 -5.32080 -1.77034
C -0.33343 -5.32723 -0.82254
Sb -1.42822 3.03084 1.24151
C 1.30291 2.41977 -3.94397
C -6.01019 2.04389 -1.41109
C -5.66766 -0.65471 -0.22710
H -1.82342 -7.67501 -1.32921
C -3.88390 1.79697 -2.62649
H 6.91476 1.93769 0.61158
C 4.32314 0.67895 -1.18439
C 5.07689 1.10717 -0.08025
C -5.03026 1.00366 -1.98234
N 0.47855 1.45420 -4.69196
H 1.56095 -5.07652 -4.34594
H 0.36354 -5.93739 -3.37024
C -3.58393 -6.38159 0.32205
C 1.20740 -0.41090 4.13956
H -2.23926 -1.98441 -4.22461
C -4.63657 0.02953 -0.85517
H -8.28072 -3.59770 0.82519
H -0.77061 -0.78358 -6.66565
H 2.87678 0.67909 3.30665
O 2.18677 -0.65017 1.88749
H 1.30462 1.03100 2.54621
H -2.31094 -4.10797 1.61102
S -1.30482 5.32261 1.49630
H -1.23463 2.36474 -5.53500
H -0.60497 -8.07142 -0.10643
O 0.58988 -1.81245 -0.91724
H -0.44246 -2.21449 -5.69252
H 1.65366 3.18053 -4.63711
H 2.99267 -4.89830 -0.88511
H 2.16651 1.91861 -3.51388
H -6.61111 -0.30596 -2.75056
C -1.84904 -6.93074 2.03885
H 2.62250 0.26202 -0.10972
O -2.27418 0.36008 -0.99057
H 1.84420 -1.12330 4.66961
C 4.90248 0.76892 -2.45895
H -2.41464 -7.81863 2.33729
H -7.71242 -2.51318 -0.45411
H -0.79926 -2.16476 -3.18063
H 0.88810 0.36617 4.83339
S -1.86084 1.75484 3.12393
H 0.01656 -4.30572 -3.93738
H -0.78886 -7.11286 2.22459
H -5.04052 -0.51811 -3.53001
O 0.11200 0.46468 -2.69180
C -4.20396 -1.69688 1.31007
C -1.30814 -5.35733 0.16330
H -7.24181 -0.53765 2.71850
C -5.72565 0.22165 -3.10952
H -1.97926 -0.88757 -2.85567
H 3.90494 -1.39098 2.75788
H 0.32962 2.82191 -6.23354
C 1.92399 0.24002 2.96962
C 6.35518 1.60325 -0.25406
H 2.45813 0.09335 -1.79407
H 0.30670 -0.91454 3.78674
H -6.70630 -3.87170 0.05137
S 0.55072 2.23207 0.16572
C -0.05268 0.45622 -3.91771
C 6.92423 1.68953 -1.52124
H -7.21311 -3.60154 3.04904
H 4.62655 1.05859 0.90389
H -0.36449 1.25739 -6.62117
H 3.28308 -5.48920 -2.53066
H -6.90552 1.57583 -0.99893
H 2.46584 -2.41229 2.92810
C -2.08286 -6.61383 0.55435
N -0.79275 -0.52688 -4.55408
H -2.15979 -6.09953 2.67184
C -0.93609 -2.98874 0.46267
Ti -0.28167 0.02604 -0.69280
H 2.08385 -6.28540 -1.49626
H -0.08119 -6.25229 -1.32518
N 3.08404 0.13771 -1.00557
H -3.99015 -2.31791 2.17025
H 2.45579 -2.81192 0.46451
H 3.94115 -1.87361 0.30297
H -6.03308 0.90139 -3.90989
H 2.91002 -3.34460 -3.49688
C 1.43974 -4.35312 -2.29520
C -0.24932 1.99394 -5.83156
C -5.49983 -1.52790 0.84696
H -4.16252 -7.26349 0.61327
Se -1.35585 -1.32868 1.39520
H -5.85521 -2.53485 3.43685
C -7.39742 -3.10477 0.40674
H 3.95712 -3.39108 1.22846
H -3.17794 1.14273 -3.13582
H 1.48619 -2.34200 -3.15241
H -3.77488 -6.16969 -0.73152
C -3.13757 -1.06429 0.69944
H 0.74707 2.87718 -3.12204
C -0.26796 -1.14127 -5.76503
C -6.32198 -3.11710 2.64134
C -6.71246 -2.22354 1.46221
H -3.32531 2.37320 -1.89144
H -3.94391 -5.52886 0.89859
C 0.35953 -4.17632 -1.20859
C -7.71532 -1.17845 1.97344
C -1.65984 -7.83644 -0.26195
H 2.68475 -2.59142 -1.90285
H -6.31920 2.74382 -2.19262
C 0.04508 -2.94222 -0.57173
C 0.80694 -4.95928 -3.56217
H -5.52459 2.60788 -0.61339
C -1.48515 -1.45261 -3.64369
*
```

Properties
- Lowest unoccupied orbital energy (spin up / spin down): 3.67 / 3.67 eV
- Strongest force on any atom: 1.2 eV/Å
- Orbital gap (spin up / spin down): 4.05 / 5.39 eV
- ΔE to the lowest compared entry with this formula, charge and spin: 0.584 eV

---

No. 3
ORCA calculation (wB97M-V/def2-TZVPD) on a molecular structure, C4H8F6N3O4PtS2 in a non-equilibrium geometry.

Structure (ORCA input):
```
! wB97M-V def2-TZVPD RIJCOSX def2/J DEFGRID3
* xyz 3 1
F -2.67759 3.39670 -1.58594
C 0.14234 2.69678 3.86832
O 1.21194 3.76587 -0.56886
H 1.62692 -3.82920 -0.91198
C 0.93706 -3.37311 1.09974
N 1.00517 -1.79296 -0.71108
Pt 0.68170 -0.47718 0.79793
H 2.71943 -2.78839 0.01132
O -0.52841 0.66888 2.18174
O 0.65106 1.37841 -0.40598
F -0.11557 1.92784 4.88753
H 1.50546 -1.41200 -1.51567
S 0.46204 2.74318 0.04535
O -2.32700 2.26946 2.66444
C -1.92790 4.36928 -1.74255
N 0.94846 -2.11514 1.93123
F -1.16185 4.40042 -2.70892
H 1.43413 -4.17671 1.64202
H 0.06951 -2.04928 -1.03535
H -0.09991 -3.66073 0.93017
N -0.39004 3.06035 1.21578
F -1.94414 5.29528 -0.93133
H 1.87243 -2.04203 2.36709
S -0.95779 2.03850 2.46138
H 0.27649 -2.15388 2.70043
F -0.16172 3.94043 4.07274
F 1.38446 2.55012 3.44222
C 1.67310 -3.02725 -0.17570
*
```

Properties
- Lowest unoccupied orbital energy: -12.71 eV
- Strongest force on any atom: 1.9 eV/Å
- Orbital gap: 7.99 eV
- ΔE to the lowest compared entry with this formula, charge and spin: 3.191 eV